Entry 1:
The following is a quantum chemistry calculation of C16H23GaO2 as an isolated structure at a distorted geometry, from OMol25.

Calculated values
Net charge: -2
LUMO energy (alpha / beta): 5.43 / 5.43 eV
Orbital gap (alpha / beta): 0.1128 / 0.1129 Eh
HOMO energy (alpha / beta): 2.36 / 2.36 eV

The geometry in XYZ format:
```
42
C16H23GaO2, DFT wB97M-V/def2-TZVPD
Ga -0.088 0.129 -0.019
C 0.700 -1.921 1.647
C -0.734 -1.900 1.674
C -1.224 -2.154 0.386
H -1.467 -1.625 2.468
C -0.049 -2.357 -0.483
C 1.151 -2.181 0.351
H 2.165 -2.290 0.032
H 1.460 -1.653 2.426
H -2.250 -2.195 0.091
H -0.059 -2.776 -1.474
C 1.494 1.769 0.779
C 2.341 0.659 0.410
C 2.170 0.395 -0.995
H 2.994 0.118 1.091
C 1.258 1.382 -1.517
C 0.823 2.232 -0.425
H 0.180 3.109 -0.495
H 1.428 2.261 1.741
H 2.678 -0.366 -1.589
H 1.023 1.522 -2.577
O -1.188 -0.053 -1.505
C -0.787 0.281 -4.428
C -2.008 0.483 -3.639
C -0.298 -1.075 -4.680
C -0.152 1.433 -5.091
C -1.821 0.998 -2.198
H -2.571 -0.465 -3.605
H -2.609 1.252 -4.142
H -1.228 1.940 -2.190
H -2.800 1.153 -1.712
H -0.791 -1.513 -5.565
H -0.498 -1.737 -3.822
H 0.784 -1.085 -4.884
H -0.582 1.611 -6.091
H 0.925 1.265 -5.247
H -0.275 2.367 -4.521
C -0.001 0.198 3.457
O -0.081 0.481 2.094
H 0.009 -0.834 3.845
H -0.918 0.642 3.856
H 0.907 0.676 3.862
```


Entry 2:
The following is a quantum chemistry calculation of C16H23N2PPtS as an isolated structure at a distorted geometry, from OMol25.

Calculated values
Expectation value of S²: 2.014
Net charge: +2
LUMO energy (alpha / beta): -7.33 / -10.27 eV
Orbital gap (alpha / beta): 0.1895 / 0.1196 Eh
Spin multiplicity: 3
HOMO energy (alpha / beta): -12.49 / -13.53 eV

The geometry in XYZ format:
```
44
C16H23N2PPtS, DFT wB97M-V/def2-TZVPD
Pt -0.102 -0.685 1.165
C -3.714 -0.778 0.847
C -2.638 -0.558 1.841
C -1.914 -1.751 2.291
C -0.833 -1.725 3.154
C -0.420 -0.418 3.728
C -1.042 0.708 3.218
C -2.124 0.664 2.351
H -4.599 -1.390 1.257
H -3.249 -0.978 -0.122
H -4.204 0.171 0.516
H -2.248 -2.694 1.801
H -0.284 -2.645 3.315
H 0.387 -0.282 4.418
H -0.819 1.706 3.492
H -2.709 1.583 2.116
C 2.459 1.516 0.210
P 2.141 0.163 1.285
C 2.618 0.872 2.875
C 3.404 -1.121 0.803
H 3.446 1.889 0.494
H 1.677 2.244 0.248
H 2.452 1.397 -0.834
H 3.231 1.726 2.577
H 3.047 0.128 3.574
H 1.647 1.167 3.297
H 4.373 -0.667 0.767
H 3.164 -1.618 -0.166
H 3.342 -1.734 1.661
N -0.800 1.175 -5.872
C 0.075 0.827 -4.951
S 1.685 1.264 -4.871
C -0.339 0.167 -3.654
C -1.082 0.935 -2.794
C -1.172 0.483 -1.459
N -0.515 -0.568 -1.002
C 0.011 -1.405 -1.990
C 0.110 -1.041 -3.317
H -0.395 1.603 -6.765
H -1.671 0.653 -5.997
H -1.572 1.889 -3.080
H -1.670 1.161 -0.702
H 0.306 -2.389 -1.660
H 0.537 -1.643 -4.064
```